3 unconnected molecules or ions with the total composition C2H9NO3. Source: OMol25; level of theory: ωB97M-V/def2-TZVPD.

For the HOMO energy (spin up / spin down), the calculation gives -3.77 / -3.75 eV. The value obtained for the energy relative to the best compared isomer or geometry (same formula, charge and spin) is 188.97 kJ/mol. As for the charge: -1. The spin multiplicity is 2. The energy comes out at -361.97137 hartree. The value obtained for the LUMO energy (spin up / spin down) is 3.78 / 0.75 eV.

Last column: Mulliken spin population.
Element x y z (Å)
1 O 1.370 1.050 0.826  0.001
2 C 0.763 0.207 -0.112  0.000
3 C -0.436 -0.485 0.522  0.005
4 N -0.932 -1.630 -0.217  0.490
5 H 1.510 -0.548 -0.393  0.000
6 H -0.097 -0.737 1.528  0.046
7 H -1.194 0.302 0.614  0.012
8 H -0.261 -1.679 -3.362  -0.019
9 H -1.921 -1.791 -0.092  -0.026
10 H -0.634 3.058 2.019  0.000
11 H 0.500 0.747 -1.028  0.007
12 O -0.744 2.176 1.652  0.005
13 H -0.657 -1.624 -1.222  -0.023
14 H 0.599 1.618 1.262  0.001
15 O 0.179 -1.517 -2.516  0.501